{
  "formula": "C7H8Br9F3O2",
  "method": "ωB97M-V/def2-TZVPD",
  "mol_weight_g_mol": 900.269,
  "homo_lumo_gap_ev": 10.3,
  "total_charge": 0,
  "homo_ev": -10.38,
  "species": ["C", "Br", "Br", "Br", "H", "C", "Br", "Br", "Br", "H", "C", "Br", "Br", "Br", "H", "C", "C", "O", "C", "O", "C", "F", "F", "F", "H", "H", "H", "H", "H"],
  "coordinates": [[5.147, -1.062, 0.355], [3.826, -0.087, 1.361], [6.887, -0.254, 0.541], [4.635, -1.251, -1.472], [5.207, -2.034, 0.818], [0.594, 2.143, 1.899], [-1.205, 1.668, 1.418], [0.786, 2.252, 3.793], [1.046, 3.811, 1.055], [1.296, 1.427, 1.496], [-3.532, 3.047, -0.983], [-2.290, 3.483, -2.374], [-3.986, 1.177, -1.064], [-5.083, 4.156, -1.050], [-3.028, 3.210, -0.045], [-0.979, -0.740, -2.568], [-0.276, -0.712, -1.231], [-0.919, -1.662, -0.358], [-0.347, -1.894, 0.786], [0.662, -1.411, 1.220], [-1.188, -2.887, 1.614], [-1.973, -2.198, 2.471], [-1.989, -3.652, 0.860], [-0.386, -3.680, 2.338], [-0.590, -1.517, -3.222], [-0.833, 0.212, -3.089], [-2.057, -0.833, -2.453], [-0.209, 0.272, -0.767], [0.782, -0.982, -1.348]],
  "mulliken_charge": [-0.331, 0.015, -0.038, -0.022, 0.377, 0.321, -0.008, -0.008, -0.021, -0.327, -0.157, -0.015, -0.015, -0.022, 0.167, -1.221, 0.337, -0.184, 0.334, -0.452, 0.860, -0.239, -0.236, -0.241, 0.344, 0.326, 0.258, 0.010, 0.189]
}